# 1
The following is a quantum chemistry calculation of C32H38N3O3P2PbSeSi as an isolated structure, from OMol25.

Summary:
Calculated total energy   -5198.90895 Eh
Total charge   -1
Energy relative to the best compared isomer or geometry (same formula, charge and spin)   0.000 eV

Last column: Mulliken charge in e.
Cartesian coordinates (Å):
C (4.757, 0.751, -4.092)  -1.045
N (-1.754, -0.162, 2.027)  0.222
H (3.810, 2.754, -6.486)  0.266
H (-0.190, 0.790, 7.292)  0.389
N (2.056, -1.134, -1.617)  0.155
C (-5.130, -3.226, 0.027)  -0.538
P (-0.330, 0.791, 2.258)  0.416
C (-0.010, -2.193, -2.538)  0.195
C (-3.874, -2.630, -0.047)  -0.407
C (-5.990, -1.261, 1.116)  -0.633
C (1.191, -1.570, 1.855)  -0.228
H (4.684, 0.024, -3.276)  0.209
H (-6.817, -0.724, 1.564)  0.399
C (-1.731, 3.075, 5.331)  -0.644
Pb (0.788, 0.768, -1.656)  0.994
C (2.357, -2.323, 1.925)  -0.433
C (-2.717, 2.140, 0.272)  -0.049
H (4.241, -0.231, 3.801)  0.359
C (-3.673, -1.350, 0.458)  -0.186
C (3.451, -1.853, 2.636)  -0.566
H (-1.713, 3.066, 3.190)  0.379
C (-0.638, 1.385, 3.979)  0.493
H (2.660, 1.715, -7.331)  0.258
H (1.580, -0.919, -5.802)  0.292
C (1.103, -0.333, 2.494)  0.968
H (-1.790, -2.250, 2.522)  0.350
C (3.542, 1.714, -6.686)  -1.071
H (-1.463, -1.158, 3.869)  0.417
C (2.615, -0.920, -5.457)  -0.750
H (2.665, -1.546, -4.562)  -0.013
C (3.917, -0.015, -0.498)  -0.295
H (3.242, -1.372, -6.232)  0.404
C (-2.775, 0.936, -1.806)  -0.499
H (3.426, 1.990, -0.269)  0.194
C (-6.184, -2.545, 0.613)  -0.480
C (-0.536, 1.287, 6.394)  -0.743
H (0.361, -1.934, 1.262)  0.042
H (4.979, -0.052, -0.752)  0.315
H (-3.684, 4.168, -2.267)  0.371
H (-4.591, 0.340, 1.412)  0.360
C (3.272, -1.269, -1.087)  0.480
H (3.836, -0.115, 0.587)  -0.111
H (-1.556, 2.848, 7.461)  0.368
H (-2.324, 3.980, 5.395)  0.403
C (-3.368, 3.268, -1.754)  -0.564
C (-3.134, 3.292, -0.387)  -0.605
H (0.388, -0.139, 5.096)  0.374
H (2.186, 1.114, 3.662)  0.488
C (-3.191, 2.085, -2.460)  -0.550
C (-2.532, 0.955, -0.429)  0.467
H (-3.047, -3.149, -0.521)  0.376
Si (3.160, 0.823, -5.081)  0.542
H (-2.594, 0.022, -2.363)  0.321
C (-1.301, 2.442, 6.490)  -0.468
C (-4.743, -0.664, 1.032)  -0.421
H (-3.356, 2.061, -3.530)  0.415
H (-5.281, -4.220, -0.375)  0.423
H (1.452, -3.124, -1.305)  0.228
N (3.268, 1.229, -0.916)  -0.481
H (4.994, 1.734, -3.677)  0.268
H (3.594, 1.527, -1.829)  0.106
H (-3.268, 4.211, 0.172)  0.410
H (5.595, 0.441, -4.725)  0.447
H (4.362, -2.436, 2.677)  0.343
O (-0.513, -1.012, -2.480)  -0.529
H (2.418, -3.266, 1.398)  0.292
O (3.914, -2.323, -0.983)  -0.794
H (-7.162, -3.008, 0.675)  0.364
C (1.442, -2.361, -2.089)  -0.408
C (-1.392, 2.554, 4.091)  -0.685
C (-0.210, 0.763, 5.149)  -0.090
H (1.999, -2.792, -2.926)  0.398
P (-1.974, -0.640, 0.318)  0.647
H (-3.096, -1.287, 3.213)  0.261
C (3.381, -0.616, 3.265)  -0.863
H (4.367, 1.236, -7.224)  0.321
H (-2.546, 2.160, 1.341)  0.191
C (-2.037, -1.273, 2.953)  -1.009
O (-0.611, -3.202, -2.900)  -0.780
C (2.221, 0.141, 3.184)  -0.819
Se (1.552, 2.014, -4.044)  -0.622

# 2
The following is a quantum chemistry calculation of C32H38NP3Zr as an isolated structure at a distorted geometry, from OMol25.

Summary:
Calculated total energy   -2367.41689 Eh
Total charge   +2

Last column: Mulliken charge in e.
Cartesian coordinates (Å):
C (-3.315, -0.568, -0.238)  -1.068
C (2.192, -2.020, -2.727)  0.696
C (-0.996, 2.064, 2.850)  0.465
H (-2.981, 0.784, -2.936)  0.622
H (1.565, 2.322, 3.091)  0.444
H (-0.711, -4.329, 4.779)  0.455
H (1.401, -3.373, 1.581)  0.171
P (0.499, -2.532, -0.521)  1.964
C (3.384, -2.603, -3.187)  -0.939
N (0.887, -0.003, -2.268)  0.182
C (3.093, 0.186, -3.313)  0.619
H (1.917, -1.384, 3.163)  0.266
H (-1.488, -3.358, 0.639)  0.302
H (3.132, 2.029, -2.229)  0.230
H (-1.750, -3.251, -1.132)  0.413
H (-0.807, -4.622, -0.451)  0.468
C (-2.570, 2.923, 4.500)  -0.716
H (1.576, -3.493, 4.331)  0.497
H (0.133, -2.626, -2.875)  0.396
H (-2.022, 0.872, 4.350)  0.474
H (-2.437, 2.115, 0.834)  0.494
C (-1.297, 2.586, -3.857)  -0.874
C (4.416, -1.817, -3.720)  -0.919
H (-3.140, 2.480, -0.786)  0.502
C (2.880, 1.682, -3.257)  -1.062
C (1.709, -3.441, 0.525)  -1.210
C (-1.493, -1.422, 3.195)  -0.477
C (-1.517, 4.444, 2.942)  -0.728
C (0.901, -1.698, 3.349)  -0.812
C (-0.205, -0.930, 2.939)  1.216
H (-2.364, -0.860, 2.898)  0.409
H (-0.134, 3.569, 1.553)  0.499
H (1.777, -4.500, 0.222)  0.494
H (-3.263, -0.729, 0.852)  0.129
C (-0.819, 3.376, 2.368)  -0.429
C (0.459, 1.144, -2.966)  0.217
H (-2.676, -3.008, 4.046)  0.476
H (1.979, -0.674, -0.070)  0.379
P (-0.029, 0.692, 2.136)  0.933
C (-1.878, 1.852, 3.927)  -0.474
H (5.334, -2.289, -4.085)  0.401
C (0.716, -2.914, 4.016)  -0.563
H (5.056, 0.198, -4.215)  0.443
H (-3.238, 2.750, 5.334)  0.463
H (1.786, 3.805, -4.683)  0.441
H (-4.244, -0.025, -0.486)  0.469
H (-1.375, 5.449, 2.567)  0.459
P (-1.822, 0.380, -0.777)  0.881
Zr (0.390, -0.350, -0.269)  -1.585
H (3.490, -3.695, -3.155)  0.414
C (4.257, -0.425, -3.796)  -0.914
C (-1.034, -3.546, -0.348)  -1.248
H (3.554, 2.216, -3.949)  0.538
H (-1.391, 2.757, -0.475)  0.312
C (-2.392, 4.217, 4.007)  -0.599
H (-1.778, -0.555, -2.989)  0.270
C (-0.923, 1.423, -3.161)  0.780
C (-0.571, -3.385, 4.265)  -0.561
C (-1.676, -2.643, 3.851)  -1.109
H (-0.650, 4.337, -4.961)  0.404
C (-2.250, 2.102, -0.252)  -1.400
C (2.058, -0.605, -2.760)  0.401
H (2.142, 0.700, 3.338)  0.476
H (-2.365, 2.798, -3.993)  0.425
H (1.251, -3.942, -2.381)  0.609
H (0.838, 1.304, 4.411)  0.476
H (-3.326, -1.551, -0.734)  0.385
C (-1.967, 0.475, -2.629)  -0.804
C (-0.339, 3.445, -4.408)  -0.954
C (1.024, 3.144, -4.253)  -0.894
H (-2.925, 5.044, 4.457)  0.425
C (1.030, -2.865, -2.271)  -1.213
H (2.689, -2.950, 0.411)  0.386
C (1.430, 2.017, -3.530)  0.595
C (1.218, 1.302, 3.365)  -1.314

It is found that the orbital gap values, taken in the order of the records, are 0.2629; 0.1988 hartree.